{
  "formula": "C6H15NO",
  "method": "wB97M-V/def2-TZVPD",
  "elements": ["C", "C", "C", "C", "C", "C", "N", "H", "H", "H", "H", "H", "H", "H", "H", "H", "H", "H", "H", "H", "H", "H", "O"],
  "xyz": [[0.96100, 2.23488, -1.53108], [0.05389, 0.99097, -1.46151], [0.64475, -0.37514, -1.00392], [0.46434, -0.89085, 0.37947], [1.43806, -1.00262, 1.30603], [-1.83073, -1.68113, -0.42825], [-0.88549, -1.27413, 0.60909], [2.02066, 1.94065, -1.59520], [0.51596, 2.98005, -2.11589], [1.07493, 2.86566, -0.43579], [-0.82092, 1.22202, -0.66990], [-0.39992, 1.02688, -2.48541], [1.66317, -0.10500, -1.13955], [0.31300, -1.06614, -1.73985], [1.20159, -1.41438, 2.28726], [2.39224, -0.55446, 1.07892], [-2.77781, -1.20593, -0.46754], [-2.19752, -2.69564, -0.35779], [-1.25729, -1.64972, -1.44718], [-0.83606, -1.97723, 1.31060], [-0.72784, 1.29467, 2.69482], [-0.74492, 0.59798, 3.96433], [-0.26509, 0.73861, 3.24837]],
  "atomic_forces_ev_per_a": [[1.3, -0.1, 5.5], [-3.1, 1.4, 1.9], [0.9, 2.4, -0.6], [-1.3, 0.0, -0.5], [-1.0, 0.0, -0.7], [2.4, -0.6, -2.1], [0.4, -0.4, 0.3], [-0.3, 0.4, -1.1], [0.1, 0.9, -1.5], [-0.7, -1.9, -2.5], [1.5, -0.3, -2.0], [0.1, -0.9, 0.9], [1.4, -0.9, -0.2], [0.3, -0.9, -0.4], [0.3, 0.3, -0.2], [0.2, -0.2, 0.2], [-0.5, 1.6, 0.0], [0.6, -0.8, 0.5], [-1.8, 0.1, 1.6], [-0.5, -0.2, 1.0], [-1.8, 2.0, -2.0], [-3.6, -0.9, 5.1], [5.4, -1.1, -3.0]],
  "de_lowest_kj_mol": 308.84,
  "homo_ev": [1.2723, -4.5101],
  "charge": -1,
  "gap_ev": [2.57, 8.20],
  "total_energy_ev": -9998.7096,
  "multiplicity": 2
}